(1)
Computed, not measured: a molecular structure, C29H30CdClGeN2PS in a non-equilibrium geometry, with wB97M-V/def2-TZVPD.

XYZ file:
```
66
Properties=species:S:1:pos:R:3:forces:R:3
Cd 0.58796 1.19459 -0.71741 0.9 -0.4 0.4
C -2.34930 -0.57583 1.21219 -1.0 0.6 -0.6
Ge -0.80883 -1.06554 0.08857 -0.4 -2.5 0.8
C 0.18277 -2.50021 1.06758 0.5 0.6 1.1
C -0.62608 -3.49882 1.62306 0.7 -0.3 -0.4
C -0.09042 -4.48254 2.47111 -0.4 0.4 -0.5
C 1.23012 -4.43675 2.87781 0.0 1.1 -0.5
C 2.03693 -3.39095 2.37738 -0.3 -1.0 0.2
C 1.53291 -2.47797 1.46822 0.2 0.5 -0.4
C -1.54656 -2.10281 -1.39092 -1.4 0.6 -0.4
C -2.95059 -2.13339 -1.50323 1.0 0.2 -0.1
C -3.57188 -2.32086 -2.75220 -0.6 -0.1 0.4
C -2.83777 -2.59792 -3.86439 -0.1 0.2 0.0
C -1.45442 -2.76936 -3.77577 1.1 -0.1 0.7
C -0.69135 -3.16079 -4.90836 -0.3 0.2 0.2
C 0.66012 -3.27199 -4.81073 0.3 -0.1 -0.6
C 1.32338 -3.06444 -3.58967 0.6 0.6 0.4
C 0.63105 -2.68046 -2.46234 0.3 0.1 -0.3
C -0.78014 -2.50221 -2.51609 -0.1 -0.3 -0.9
H -2.99373 -1.47162 1.43854 0.8 0.9 -0.2
H -2.97012 0.19184 0.68632 0.3 -0.8 0.2
H -2.04890 -0.07392 2.11845 0.3 -0.2 0.5
H -1.64755 -3.62256 1.29904 -0.3 0.2 0.0
H -0.74766 -5.29371 2.74834 0.0 -0.1 0.3
H 1.60356 -5.17510 3.56195 0.3 -0.1 0.1
H 3.08042 -3.35340 2.65558 0.1 0.1 0.0
H 2.25962 -1.75869 1.03969 -0.7 -0.2 0.2
H -3.56958 -2.00956 -0.61727 0.1 0.4 -0.3
H -4.65066 -2.18788 -2.83399 0.2 -0.2 0.1
H -3.28856 -2.66280 -4.84120 -0.2 -0.1 -0.1
H -1.20385 -3.36063 -5.84856 0.1 0.1 0.2
H 1.23714 -3.48939 -5.71091 -0.1 -0.1 0.3
H 2.42469 -3.11041 -3.57376 -0.7 -0.2 0.1
H 1.19154 -2.50744 -1.53524 -0.4 -0.1 -0.3
Cl 2.93216 1.19710 -1.35694 -0.1 -0.1 -0.5
S -1.11987 1.18116 -2.51438 0.4 0.9 0.2
C -0.78511 2.87653 -2.64920 -0.6 -1.6 0.6
N -1.46272 3.44368 -3.65752 0.5 0.9 -0.8
C -1.21557 4.71235 -4.07212 -0.9 -0.2 0.2
C -0.36140 5.49213 -3.34138 0.8 -0.1 0.0
C 0.21570 4.88289 -2.20106 -0.5 -1.3 0.4
N -0.00109 3.60138 -1.83299 0.0 1.1 -1.0
H -2.01523 2.76962 -4.18525 -0.1 0.6 -0.1
H -1.83941 5.02456 -4.90807 0.5 0.2 0.0
H -0.02671 6.48469 -3.66513 -0.5 -0.4 0.2
H 0.85052 5.41532 -1.50262 0.0 0.3 -0.3
C 3.22021 1.77053 1.74237 0.4 0.0 0.3
P 1.46529 2.14492 1.47713 -0.1 -0.1 0.0
C 1.35515 3.94928 1.23658 -0.5 0.5 0.9
C 0.78458 1.71884 3.08029 -0.1 -0.5 1.4
C 0.11233 2.61882 3.90188 0.5 -0.8 0.2
C -0.12956 2.33219 5.24913 -0.3 0.5 -0.7
C 0.24733 1.13404 5.78132 0.7 -1.3 0.4
C 0.87274 0.16495 4.97447 -0.5 0.0 -0.5
C 1.11807 0.45176 3.63825 0.0 0.1 -0.7
H 3.38144 0.68997 1.66480 -0.1 0.2 0.1
H 3.62449 2.13731 2.71033 -0.5 -0.1 -0.5
H 3.75583 2.20614 0.91098 0.3 0.1 -0.1
H 1.72764 4.47684 2.14715 -0.3 -0.2 -0.7
H 0.30586 4.24352 1.01332 0.6 -0.2 0.4
H 1.93999 4.25342 0.37162 0.3 -0.2 0.0
H -0.19426 3.55178 3.51026 -0.2 0.9 -0.3
H -0.64462 3.06927 5.83758 -0.1 0.1 0.2
H 0.10374 0.88507 6.83366 -0.2 0.3 -0.3
H 1.07549 -0.84434 5.35108 0.1 0.5 -0.1
H 1.55273 -0.31221 2.97268 -0.1 0.4 0.5
```
Positions in Å, forces in eV/Å.

As for the charge: +1. Its multiplicity is 2. The HOMO-LUMO gap (alpha / beta) comes out at 5.8900 / 5.3324 eV. The expectation value of S² is 0.754. The value obtained for the HOMO energy (alpha / beta) is -0.371 / -0.374 Eh. The value obtained for the total energy is -127261.34947 eV. For the energy above the lowest of the compared OMol25 structures with the same formula, charge and spin, the calculation gives 0.0 kcal per mole.

---

(2)
Computed, not measured: C18H34O2 in the gas phase, with wB97M-V/def2-TZVPD.

XYZ file:
```
54
Properties=species:S:1:pos:R:3:forces:R:3
C -5.28572 -0.89685 0.71373 0.0 -0.3 -0.1
C -4.25333 -1.99444 0.48355 0.1 0.4 0.0
C -2.85762 -1.41443 0.26910 -0.1 -0.5 0.0
C -1.81751 -2.49190 -0.02682 0.1 0.5 0.1
C -0.42954 -1.89541 -0.24896 -0.1 -0.5 0.0
C 0.59151 -2.95210 -0.66604 0.1 0.3 -0.1
C 1.96880 -2.36511 -0.97829 -0.1 -0.2 0.3
C 2.74911 -1.95168 0.27411 0.0 0.1 -0.2
C 4.05181 -1.32045 -0.10593 -0.1 -0.2 0.0
C 4.50725 -0.12476 0.23605 0.0 0.1 0.1
C 3.85241 0.89462 1.11437 0.1 0.1 0.0
H 2.87347 0.55812 1.45034 0.0 0.0 0.1
H 4.47529 1.03103 2.00476 -0.1 0.0 0.0
C 3.72497 2.25004 0.41057 -0.1 -0.1 -0.1
C 2.86402 2.20733 -0.85330 0.0 0.0 0.1
C 1.41751 1.75451 -0.64465 0.2 0.4 0.0
C 0.63562 2.63094 0.33180 -0.1 -0.4 -0.1
C -0.81799 2.18525 0.49870 0.1 0.3 0.0
C -1.68587 2.52254 -0.71413 0.0 -0.1 0.3
C -3.12066 2.09442 -0.54611 -0.1 -0.1 -0.5
O -3.81147 1.64669 -1.42364 -0.1 -0.1 -0.1
O -3.58166 2.27642 0.69625 0.0 0.2 0.7
H -4.50201 1.97318 0.75587 0.1 0.0 -0.3
H -1.30678 2.05428 -1.62251 -0.1 0.1 0.0
H -1.68959 3.60518 -0.86932 0.0 0.0 0.0
H -1.24579 2.67475 1.37488 0.0 -0.1 0.0
H -0.84679 1.10757 0.67048 0.0 -0.1 0.1
H 0.66350 3.66997 -0.00483 0.0 0.1 0.0
H 1.11445 2.58737 1.31129 0.0 0.1 0.0
H 0.92379 1.76746 -1.61863 0.0 -0.1 0.0
H 1.40679 0.72420 -0.28994 -0.1 -0.2 0.0
H 3.33301 1.52722 -1.56846 0.0 0.1 -0.1
H 2.86038 3.20602 -1.29817 0.0 0.0 -0.1
H 4.72336 2.59395 0.12800 0.0 0.1 0.1
H 3.31725 2.98013 1.11209 0.1 0.1 0.0
H 5.47534 0.18495 -0.14050 0.1 0.0 -0.1
H 4.66418 -1.94102 -0.74976 0.2 0.0 -0.1
H 2.15052 -1.27313 0.87930 0.0 0.0 0.1
H 2.94750 -2.84450 0.87560 -0.1 0.0 0.1
H 1.85009 -1.49607 -1.63018 0.0 0.0 -0.1
H 2.55738 -3.10655 -1.52407 0.1 0.1 -0.1
H 0.68552 -3.70213 0.12298 0.0 -0.1 0.0
H 0.21679 -3.45906 -1.55869 0.0 -0.1 0.0
H -0.49149 -1.13343 -1.03016 0.0 0.1 0.0
H -0.10337 -1.40594 0.67137 0.0 0.1 0.0
H -2.11951 -3.04249 -0.92089 0.0 -0.1 0.0
H -1.78032 -3.20339 0.80187 0.0 -0.1 0.0
H -2.89168 -0.71465 -0.56877 0.0 0.1 0.0
H -2.55982 -0.85521 1.16063 0.0 0.1 0.0
H -4.53762 -2.57680 -0.39538 0.0 -0.1 0.0
H -4.23962 -2.67192 1.34083 0.0 -0.1 0.0
H -5.03749 -0.32591 1.60756 0.0 0.1 0.1
H -6.27793 -1.32271 0.84499 -0.1 0.1 0.0
H -5.31046 -0.22603 -0.14293 0.0 0.1 -0.1
```
Positions in Å, forces in eV/Å.

The HOMO-LUMO gap comes out at 10.0078 eV. The value obtained for the HOMO energy is -0.338 Eh. As for the SMILES: CCCCCCCC/C=C\CCCCCCCC(=O)O. The value obtained for the total energy is -23313.59585 eV. For the energy above the lowest of the compared OMol25 structures with the same formula, charge and spin, the calculation gives 1.5 kcal per mole.

---

(3)
Computed, not measured: C4H9ClN2 in the gas phase in a non-equilibrium geometry, with wB97M-V/def2-TZVPD.

XYZ file:
```
16
Properties=species:S:1:pos:R:3:forces:R:3
C 0.16520 0.67277 0.19328 0.4 0.6 3.1
C 0.24119 1.90613 1.12914 -1.2 0.2 -1.8
C 0.96493 -0.49325 -1.77330 -0.9 4.0 -0.6
C -0.93784 -1.56609 0.16560 0.8 0.1 0.8
N 0.71025 0.71192 -0.93399 -0.3 -0.7 0.6
N -0.28522 -0.47835 0.90868 -0.1 -0.4 0.2
Cl -1.28232 -0.20285 2.36726 0.6 0.0 -1.0
H 0.85624 2.65464 0.64684 0.4 -0.1 0.0
H 0.54437 1.70202 2.14927 0.0 -0.1 -0.1
H -0.76786 2.34959 1.09576 0.2 -0.1 0.6
H 1.50022 -1.25525 -1.30581 0.9 -1.2 0.8
H 1.53533 0.13145 -2.44437 0.6 -1.5 -1.3
H 0.01827 -0.77738 -2.19863 0.0 -0.5 -0.6
H -0.33296 -1.76886 -0.71684 -0.3 -0.5 0.6
H -1.06208 -2.42827 0.85607 0.1 0.5 -0.8
H -1.86773 -1.15820 -0.13899 -1.3 -0.2 -0.5
```
Positions in Å, forces in eV/Å.

The HOMO-LUMO gap comes out at 9.5154 eV. The value obtained for the HOMO energy is -0.329 Eh. As for the SMILES: C/N=C(/C)N(C)Cl. The value obtained for the total energy is -19794.09228 eV. For the energy above the lowest of the compared OMol25 structures with the same formula, charge and spin, the calculation gives 42.3 kcal per mole.

---

(4)
Computed, not measured: a gas-phase ion, C3H2NS2 (charge -1) in a non-equilibrium geometry, with wB97M-V/def2-TZVPD.

XYZ file:
```
8
Properties=species:S:1:pos:R:3:forces:R:3
C 0.10266 -0.30878 0.76915 1.1 -1.3 0.8
C 1.59556 0.70853 -0.82409 1.1 -0.3 0.8
C -1.16974 0.13364 0.24583 -2.4 -2.1 0.6
N 1.11747 -0.00001 0.08757 1.0 0.9 -1.6
S -1.45484 1.59873 -0.41344 0.2 0.9 -0.4
S -2.28864 -1.18234 0.38091 0.1 0.7 0.0
H 0.20993 -1.13358 1.51586 -0.4 1.1 -0.5
H 1.88759 0.18380 -1.76178 -0.7 0.1 0.3
```
Positions in Å, forces in eV/Å.

As for the charge: -1. The HOMO-LUMO gap comes out at 7.1915 eV. The value obtained for the HOMO energy is -0.128 Eh. The value obtained for the total energy is -26302.54853 eV. For the energy above the lowest of the compared OMol25 structures with the same formula, charge and spin, the calculation gives 62.6 kcal per mole.